[1]
Computed, not measured: a molecular structure, C33H20F5NO4RuSTe, with ωB97M-V with the def2-TZVPD basis set.

Element x y z (Å)
1 Ru 0.889 -0.338 0.823
2 F 4.730 -0.055 6.724
3 C 4.397 -0.062 5.441
4 C 3.117 -0.409 5.053
5 F 2.216 -0.755 5.968
6 C 2.800 -0.403 3.708
7 F 1.547 -0.788 3.332
8 C 3.703 -0.050 2.731
9 S 3.289 -0.149 1.027
10 C 4.977 0.321 3.149
11 F 5.893 0.698 2.256
12 C 5.330 0.312 4.486
13 F 6.555 0.642 4.870
14 Te -0.566 -2.024 -0.773
15 C -2.050 -1.425 0.618
16 C -1.806 -1.512 1.998
17 C -2.817 -1.261 2.920
18 C -4.087 -0.913 2.468
19 C -4.323 -0.779 1.101
20 C -3.314 -1.032 0.183
21 C -0.639 -4.055 -0.184
22 C -0.271 -4.468 1.098
23 C -0.366 -5.806 1.457
24 C -0.829 -6.743 0.532
25 C -1.163 -6.345 -0.753
26 C -1.086 -4.997 -1.114
27 H -0.856 -1.869 2.380
28 H -2.602 -1.373 3.969
29 H -4.889 -0.757 3.177
30 H -5.304 -0.508 0.745
31 H -3.534 -0.972 -0.879
32 H 0.114 -3.775 1.833
33 H -0.069 -6.116 2.453
34 H -0.888 -7.783 0.816
35 H -1.490 -7.083 -1.473
36 H -1.360 -4.715 -2.121
37 N -0.083 1.402 1.690
38 C -0.556 2.421 1.395
39 C -1.150 3.687 1.097
40 C -1.877 3.851 -0.077
41 C -2.493 5.067 -0.297
42 C -2.372 6.093 0.636
43 C -1.627 5.912 1.794
44 C -1.017 4.698 2.044
45 H -1.953 3.043 -0.793
46 H -3.054 5.215 -1.210
47 H -2.855 7.047 0.460
48 H -1.533 6.705 2.524
49 H -0.463 4.517 2.963
50 O 0.129 0.781 -1.176
51 C 1.064 0.299 -1.913
52 O 1.869 -0.534 -1.380
53 C 1.147 0.595 -3.345
54 C 1.868 -0.265 -4.154
55 C 1.880 -0.119 -5.544
56 C 1.163 0.931 -6.041
57 O 1.005 1.274 -7.348
58 C 0.177 2.463 -7.366
59 O -0.124 2.783 -5.998
60 C 0.481 1.817 -5.234
61 C 0.443 1.695 -3.882
62 H 2.409 -1.092 -3.703
63 H 2.410 -0.804 -6.197
64 H -0.746 2.230 -7.887
65 H 0.738 3.266 -7.820
66 H -0.128 2.372 -3.257

Properties
- multiplicity = 6
- E_HOMO (alpha / beta) (hartree) = -0.38619 / -0.38556
- charge = +1
- largest force on an atom (eV/A) = 1.719
- frontier orbital gap (alpha / beta) (Eh) = 0.287 / 0.200
- energy above the lowest of the compared OMol25 structures with the same formula, charge and spin (kJ/mol) = 0.00
- E_tot (a.u.) = -2885.31933

Here are the Löwdin charges for atoms 1 to 5, given in e:
1. Ru 1.06
2. F 0.16
3. C -0.13
4. C -0.14
5. F 0.14

---

[2]
Computed, not measured: a molecular structure, C33H21Cl2CoF3GeN2O4S, with ωB97M-V with the def2-TZVPD basis set.

Element x y z (Å)
1 Co 0.649 1.430 -0.142
2 F 2.881 -3.871 -1.628
3 C 3.752 -2.874 -1.882
4 F 5.006 -3.346 -1.717
5 F 3.691 -2.442 -3.116
6 C 3.387 -1.838 -0.914
7 C 4.227 -1.588 0.170
8 C 3.850 -0.860 1.218
9 C 2.707 -0.082 1.056
10 N 2.024 -0.135 -0.058
11 C 2.251 -1.047 -0.974
12 S 1.089 -1.171 -2.271
13 H 5.185 -2.126 0.073
14 H 4.509 -0.753 2.132
15 H 2.296 0.535 1.849
16 Cl -0.375 8.198 -2.222
17 C 0.196 6.649 -1.774
18 C 1.301 6.603 -0.957
19 C 1.709 5.413 -0.429
20 Cl 3.249 5.309 0.358
21 C 1.153 4.151 -0.801
22 O 1.698 3.034 -0.373
23 C 0.024 4.231 -1.640
24 C -0.728 3.038 -1.953
25 O -0.419 1.889 -1.731
26 C -0.483 5.506 -2.057
27 H 1.863 7.521 -0.619
28 H -1.688 3.173 -2.567
29 H -1.379 5.500 -2.642
30 O 0.701 0.142 3.206
31 C -0.183 0.885 2.850
32 N -0.454 1.288 1.529
33 C -1.474 2.201 1.538
34 O -1.791 2.858 0.566
35 C -2.051 2.248 2.967
36 C -3.041 3.084 3.472
37 C -3.127 3.146 4.811
38 C -2.316 2.339 5.622
39 C -1.315 1.579 5.090
40 C -1.203 1.531 3.741
41 H -3.830 3.531 2.802
42 H -3.921 3.730 5.211
43 H -2.445 2.354 6.687
44 H -0.717 0.812 5.675
45 Ge -0.682 -1.738 -0.984
46 C -1.944 -2.375 -2.340
47 C -3.345 -2.094 -2.417
48 C -4.130 -2.450 -3.547
49 C -3.642 -3.231 -4.598
50 C -2.236 -3.424 -4.505
51 C -1.431 -3.057 -3.468
52 C 0.008 -3.127 0.103
53 C 0.053 -4.463 -0.370
54 C 0.568 -5.455 0.435
55 C 1.127 -5.206 1.653
56 C 1.233 -3.864 2.110
57 C 0.637 -2.883 1.370
58 H -1.132 -0.481 -0.301
59 H -3.867 -1.750 -1.529
60 H -5.200 -2.200 -3.385
61 H -4.255 -3.640 -5.367
62 H -1.749 -4.025 -5.263
63 H -0.398 -3.336 -3.572
64 H -0.400 -4.875 -1.263
65 H 0.532 -6.489 -0.017
66 H 1.470 -6.008 2.291
67 H 1.607 -3.742 3.082
68 H 0.720 -1.860 1.726

Properties
- multiplicity = 4
- E_HOMO (alpha / beta) (hartree) = -0.30030 / -0.30306
- charge = 0
- largest force on an atom (eV/A) = 3.923
- frontier orbital gap (alpha / beta) (Eh) = 0.295 / 0.297
- energy above the lowest of the compared OMol25 structures with the same formula, charge and spin (kJ/mol) = 0.00
- E_tot (a.u.) = -6758.52670

Here are the Löwdin charges for atoms 1 to 5, given in e:
1. Co 0.75
2. F 0.15
3. C -0.63
4. F 0.14
5. F 0.17

---

[3]
Computed, not measured: a molecular structure, C33H21F15GeN4ORhS, with ωB97M-V with the def2-TZVPD basis set.

Element x y z (Å)
1 Rh 13.545 8.775 11.807
2 N 13.295 8.873 13.930
3 C 12.674 7.799 14.675
4 C 12.937 6.426 14.105
5 C 12.152 6.044 12.817
6 N 12.785 6.600 11.584
7 H 14.241 9.017 14.358
8 H 12.707 9.664 14.177
9 H 11.578 7.955 14.672
10 H 13.007 7.863 15.728
11 H 12.452 5.708 14.800
12 H 13.997 6.201 14.030
13 H 11.121 6.422 12.898
14 H 12.104 4.932 12.743
15 H 12.123 6.775 10.817
16 H 13.475 5.928 11.188
17 F 11.221 14.247 10.046
18 C 12.166 14.228 11.033
19 C 12.279 13.174 11.950
20 C 13.566 13.072 12.537
21 F 13.894 11.874 13.098
22 C 14.413 14.155 12.640
23 F 15.594 13.949 13.239
24 C 14.160 15.235 11.804
25 F 15.041 16.251 11.809
26 C 13.076 15.263 10.978
27 F 12.944 16.253 10.072
28 Ge 10.830 11.694 12.287
29 S 11.070 9.519 12.252
30 C 9.735 11.888 13.967
31 C 10.413 12.225 15.146
32 F 11.776 12.303 15.174
33 C 9.700 12.367 16.304
34 F 10.313 12.701 17.470
35 C 8.338 12.297 16.268
36 F 7.646 12.497 17.424
37 C 7.639 11.966 15.128
38 F 6.278 11.972 15.106
39 C 8.364 11.705 13.985
40 F 7.632 11.398 12.871
41 C 9.595 12.257 10.824
42 C 9.619 11.707 9.544
43 F 10.653 10.889 9.185
44 C 8.671 12.055 8.583
45 F 8.668 11.338 7.442
46 C 7.684 12.947 8.909
47 F 6.677 13.153 8.058
48 C 7.745 13.658 10.073
49 F 6.973 14.725 10.253
50 C 8.735 13.352 11.010
51 F 8.836 14.112 12.155
52 C 18.254 9.484 12.934
53 C 17.502 8.494 13.562
54 C 16.162 8.318 13.290
55 C 15.566 9.074 12.286
56 C 16.356 9.983 11.556
57 C 17.675 10.212 11.936
58 H 19.277 9.597 13.176
59 H 18.020 7.882 14.354
60 H 15.615 7.523 13.746
61 H 15.916 10.470 10.701
62 H 18.283 10.971 11.415
63 N 10.123 8.399 7.158
64 C 11.353 8.861 6.769
65 O 11.493 9.381 5.643
66 C 12.464 8.801 7.749
67 C 13.724 8.852 7.138
68 C 14.835 8.659 7.909
69 C 14.728 8.234 9.242
70 N 13.567 8.522 9.852
71 C 12.427 8.687 9.146
72 H 9.394 8.564 6.483
73 H 10.089 7.579 7.789
74 H 13.836 9.010 6.061
75 H 15.799 8.849 7.439
76 H 15.575 7.831 9.808
77 H 11.521 8.820 9.743

Properties
- multiplicity = 5
- E_HOMO (alpha / beta) (hartree) = -0.28477 / -0.39731
- charge = +1
- largest force on an atom (eV/A) = 3.729
- frontier orbital gap (alpha / beta) (Eh) = 0.137 / 0.090
- energy above the lowest of the compared OMol25 structures with the same formula, charge and spin (kJ/mol) = 209.71
- E_tot (a.u.) = -5647.50635

Here are the Löwdin charges for atoms 1 to 5, given in e:
1. Rh 0.88
2. N -0.18
3. C -0.29
4. C -0.19
5. C -0.23

---

[4]
Computed, not measured: a molecular structure, C33H21GeN3O11Re, with ωB97M-V with the def2-TZVPD basis set.

Element x y z (Å)
1 Re 0.452 0.380 1.276
2 O 3.077 -0.239 3.949
3 C 2.620 -0.490 2.887
4 O 2.144 0.513 2.041
5 C 2.538 -1.841 2.249
6 C 3.410 -2.813 2.747
7 C 3.393 -4.080 2.214
8 C 2.512 -4.445 1.208
9 C 1.649 -3.497 0.714
10 C 1.670 -2.186 1.202
11 O 0.860 -1.288 0.566
12 N 0.695 -3.783 -0.372
13 O 0.644 -4.948 -0.634
14 O 2.527 -2.634 -2.862
15 N 4.339 -5.089 2.741
16 O 5.087 -4.730 3.623
17 O 4.309 -6.185 2.229
18 H 4.088 -2.563 3.551
19 H 2.492 -5.451 0.811
20 O -0.580 0.877 3.052
21 C -1.563 0.179 2.632
22 O -1.546 -0.018 1.349
23 C -2.582 -0.423 3.470
24 C -2.369 -0.567 4.842
25 C -3.340 -1.167 5.624
26 C -4.529 -1.594 5.047
27 C -4.718 -1.422 3.687
28 C -3.765 -0.856 2.873
29 N -5.993 -1.866 3.073
30 O -6.803 -2.388 3.804
31 O -6.126 -1.668 1.884
32 H -1.449 -0.211 5.288
33 H -3.179 -1.297 6.684
34 H -5.311 -2.054 5.635
35 H -3.941 -0.754 1.813
36 C 0.575 1.307 -0.132
37 Ge 0.299 2.060 -2.005
38 C -1.415 2.912 -1.942
39 C -1.596 4.226 -2.371
40 C -2.862 4.794 -2.351
41 C -3.946 4.056 -1.901
42 C -3.773 2.749 -1.465
43 C -2.511 2.176 -1.485
44 C 0.283 0.277 -2.775
45 C 1.434 -0.499 -2.617
46 C 1.443 -1.821 -3.033
47 C 0.312 -2.377 -3.617
48 C -0.821 -1.603 -3.786
49 C -0.848 -0.277 -3.361
50 C 1.887 3.039 -2.457
51 C 1.925 3.800 -3.625
52 C 3.102 4.425 -4.011
53 C 4.246 4.291 -3.238
54 C 4.217 3.537 -2.074
55 C 3.041 2.915 -1.682
56 H -0.751 4.812 -2.710
57 H -3.001 5.814 -2.683
58 H -4.932 4.501 -1.887
59 H -4.625 2.175 -1.123
60 H -2.380 1.153 -1.148
61 H 2.327 -0.080 -2.158
62 H 3.301 -2.104 -2.645
63 H 0.337 -3.412 -3.934
64 H -1.695 -2.038 -4.252
65 H -1.748 0.312 -3.491
66 H 1.044 3.897 -4.249
67 H 3.125 5.016 -4.917
68 H 5.164 4.776 -3.543
69 H 5.109 3.439 -1.469
70 H 3.023 2.345 -0.759

Properties
- multiplicity = 1
- E_HOMO (hartree) = -0.41677
- charge = +1
- largest force on an atom (eV/A) = 1.157
- frontier orbital gap (Eh) = 0.204
- energy above the lowest of the compared OMol25 structures with the same formula, charge and spin (kJ/mol) = 5.88
- E_tot (a.u.) = -4416.72474

Here are the Löwdin charges for atoms 1 to 5, given in e:
1. Re 1.78
2. O 0.20
3. C -0.46
4. O -0.18
5. C -0.04

---

Question: The lowest largest force on an atom belongs to which entry?
Answer: C33H21GeN3O11Re

---

Question: Look up the E_tot of the first one.
Answer: -2885.31933 a.u.